DFT (ωB97M-V/def2-TZVPD) results for a molecular structure, C50H95BF9Hg2N5O16PS.

Results
* maximum force: 4.45 eV/Å
* energy: -147187.395 eV
* energy relative to the best compared isomer or geometry (same formula, charge and spin): 0.0 kcal per mole
* gap between HOMO and LUMO: 1.02 eV

Structure (ORCA input):
```
! wB97M-V def2-TZVPD RIJCOSX def2/J DEFGRID3
* xyz 1 1
Hg 6.48146 -5.59973 5.80047
Hg -3.16038 4.81471 5.03145
O -1.87393 1.08154 2.03991
C -1.15219 0.18002 1.62122
O -0.00423 -0.23887 2.15307
B 0.60937 -1.28481 1.26956
O -0.51443 -1.73392 0.43582
C -1.35207 -0.70850 0.39584
O -2.19671 -0.55474 -0.49308
O 1.17936 -2.38848 2.07790
C 2.43946 -2.53587 1.74524
O 3.16520 -3.34574 2.28504
C 2.77502 -1.61890 0.59876
O 1.77607 -0.81294 0.48955
O 3.83037 -1.72060 0.05359
P 6.84226 -0.62794 6.88535
F 6.20539 -1.97320 7.56005
F 8.11655 -0.77460 7.79994
F 7.44917 -1.65521 5.75771
F 7.55338 0.56600 6.03093
F 5.45664 -0.47924 6.03572
F 6.19298 0.34870 7.93499
C 3.72516 4.91122 3.52902
F 2.98647 4.21924 2.70495
F 4.79518 4.31354 3.91531
F 4.05259 6.00471 2.91180
S 2.61693 5.44072 5.07009
O 2.73088 6.87656 5.12656
O 1.22343 5.01131 4.76833
O 3.19755 4.73652 6.20601
C 5.07432 -9.39443 2.08256
C 6.32424 -9.04067 1.17498
C 5.84397 -8.52045 -0.22184
C 6.92896 -8.17244 -1.17263
C 7.97797 -7.28104 -0.45815
C 8.43023 -7.59334 1.03643
N 7.25861 -8.05734 1.83374
O 7.71241 -8.53362 3.07760
C 9.62830 -8.51780 0.99527
C 8.82270 -6.16353 1.45194
C 7.01327 -10.38366 0.97690
H 5.22319 -9.99976 2.97671
H 4.30338 -9.94968 1.54829
H 4.56680 -8.49437 2.42958
H 5.16795 -9.22905 -0.70034
H 5.28386 -7.61657 0.01773
H 6.48862 -7.75897 -2.07996
H 7.54118 -9.02929 -1.45390
H 7.58894 -6.26613 -0.54014
H 8.85071 -7.39419 -1.10128
H 9.74248 -9.21696 1.82366
H 9.56415 -9.25300 0.19311
H 10.49092 -7.86515 0.86095
H 9.20380 -6.15210 2.47308
H 9.69931 -5.83670 0.89262
H 7.96215 -5.50628 1.57678
H 6.26230 -11.15488 0.80555
H 7.67631 -10.69767 1.78305
H 7.67846 -10.32583 0.11533
H 8.24772 -9.31050 2.90008
C -7.29961 -0.90829 7.26679
C -8.42089 -0.14021 6.46814
C -9.79574 -0.84428 6.61507
C -10.62412 -0.46035 7.89145
C -10.69667 1.03229 8.07675
C -9.33028 1.76420 8.01654
N -8.44465 1.29050 6.86559
O -7.18209 1.90879 6.84772
C -9.65856 3.25224 7.88778
C -8.58122 1.56904 9.39525
C -8.11041 -0.21050 4.99884
H -7.10300 -1.94543 6.99514
H -7.49912 -0.93438 8.33806
H -6.32540 -0.46926 7.05170
H -10.39115 -0.76082 5.70589
H -9.58691 -1.90264 6.77121
H -10.20556 -0.83768 8.82448
H -11.66715 -0.75052 7.76494
H -11.05469 1.08978 9.10466
H -11.46453 1.51593 7.47293
H -10.17674 3.36992 6.93608
H -10.25329 3.67043 8.69990
H -8.74135 3.84070 7.86430
H -9.15585 2.06333 10.17856
H -8.32265 0.54887 9.67895
H -7.59259 2.02794 9.40582
H -7.10431 0.18854 4.86981
H -8.80838 0.40441 4.43067
H -8.24867 -1.21430 4.59713
H -6.82696 1.57727 7.67571
C -6.33289 8.93494 1.25429
C -5.85588 7.46548 1.31991
C -6.37747 6.71297 0.09211
C -5.61604 7.14522 -1.21830
C -4.19265 6.67080 -1.09129
C -3.52406 7.49640 0.10563
N -4.36616 7.31383 1.34383
O -3.86414 7.91410 2.45020
C -2.13781 6.81858 0.30513
C -3.25371 8.95740 -0.25330
C -6.49248 6.76793 2.57499
H -5.95685 9.52436 2.09052
H -7.39789 9.08443 1.43182
H -6.05986 9.43726 0.32628
H -6.28954 5.65337 0.33215
H -7.45109 6.89876 0.06201
H -5.77692 8.17887 -1.52458
H -6.01503 6.68993 -2.12474
H -3.70832 6.98629 -2.01542
H -4.20492 5.58207 -1.04025
H -1.54074 6.71840 -0.60127
H -1.41999 7.30727 0.96390
H -2.20820 5.79531 0.67398
H -4.10434 9.29623 -0.84468
H -3.14925 9.53479 0.66530
H -2.33955 9.06128 -0.83775
H -7.53531 7.04369 2.73179
H -6.02356 7.02988 3.52345
H -6.43519 5.68405 2.47490
H -4.11063 8.83344 2.32506
C 2.57145 7.39675 -4.47860
C 2.81622 6.01258 -5.08129
C 3.39350 5.07673 -3.98084
C 3.15133 3.54008 -4.11893
C 1.73850 3.24850 -4.61702
C 1.23869 4.11000 -5.78705
N 1.55509 5.54285 -5.55366
O 0.99638 6.41591 -6.45318
C 1.85514 3.51438 -7.04979
C -0.28459 3.94558 -5.93510
C 3.80308 6.06134 -6.28989
H 2.21481 8.13475 -5.19711
H 3.55408 7.75728 -4.17438
H 2.04601 7.43270 -3.52429
H 4.46381 5.09919 -3.77582
H 3.05833 5.34723 -2.97953
H 3.23220 3.16222 -3.09972
H 3.95089 3.23736 -4.79507
H 1.10666 3.63695 -3.81829
H 1.50646 2.18938 -4.72885
H 1.53936 4.00582 -7.97004
H 2.94427 3.47213 -7.03787
H 1.70690 2.44490 -7.19927
H -0.67667 4.17587 -4.94448
H -0.65463 4.69483 -6.63495
H -0.66551 2.95226 -6.17243
H 3.32165 6.43050 -7.19546
H 4.33947 5.14537 -6.53764
H 4.56519 6.80724 -6.06419
H 0.13235 6.62334 -6.08980
C 0.79357 -5.36981 -9.13147
C 1.56665 -6.10019 -8.12390
C 2.92834 -5.31920 -7.97008
C 2.85018 -4.15136 -7.07083
C 2.29106 -4.54661 -5.76254
C 0.86030 -5.14643 -5.81825
N 0.89172 -6.21282 -6.77742
O -0.30389 -6.86628 -6.93476
C 0.57618 -5.72780 -4.38974
C -0.07631 -4.00292 -6.05878
C 1.96062 -7.55313 -8.47390
H 1.29094 -4.98547 -10.02198
H 0.38577 -4.47212 -8.66674
H -0.00773 -5.98510 -9.54063
H 3.73945 -5.98389 -7.67276
H 3.17822 -4.83215 -8.91266
H 2.25161 -3.44199 -7.64233
H 3.88750 -3.83130 -6.97272
H 2.25779 -3.58369 -5.25285
H 2.91240 -5.25518 -5.21485
H 0.83104 -5.00087 -3.61857
H -0.47783 -6.00424 -4.36224
H 1.19111 -6.60115 -4.17243
H -0.06423 -3.43594 -6.98964
H -1.10397 -4.36609 -6.07035
H 0.03492 -3.14996 -5.38933
H 2.51687 -7.93829 -7.61930
H 2.81371 -7.37775 -9.12932
H 1.07487 -8.12107 -8.75847
H -0.86243 -6.26015 -7.42695
*
```

Atom charges from the Löwdin analysis, given in e for atoms 1 to 2: 0.648 0.435


DFT (ωB97M-V/def2-TZVPD) results for a molecular structure, C24H23F8MnN4O15P2S2Te.

Results
* expectation value of S²: 3.82
* maximum force: 0.39 eV/Å
* energy: -162544.568 eV
* energy relative to the best compared isomer or geometry (same formula, charge and spin): 36.6 kcal per mole
* gap between HOMO and LUMO (spin up / spin down): 7.95 / 8.08 eV

Structure (ORCA input):
```
! wB97M-V def2-TZVPD RIJCOSX def2/J DEFGRID3
* xyz -1 4
Mn -0.87039 1.04357 0.82096
O -3.74985 -1.24555 2.87254
P -2.33331 -0.57309 3.03911
O -1.41438 -1.34901 3.86909
O -1.90091 -0.29057 1.56359
O -2.70737 0.87455 3.64254
P -2.09335 2.32615 3.37043
O -3.36075 3.00278 2.66771
O -1.62415 3.02819 4.55936
O -1.02394 2.13002 2.25855
H -4.24035 -0.79518 2.15306
H -3.20586 3.94835 2.54671
F 1.91256 3.04440 1.74732
Te 1.08864 3.80237 0.27355
F -0.10759 4.65287 1.38448
F 0.43532 4.72725 -1.18995
F 2.19698 5.26499 0.55793
F 2.47881 3.17374 -0.80185
O 0.11695 2.31477 -0.15527
O -2.36689 3.91965 -0.22164
C -3.00745 2.92274 -0.46251
N -2.67099 1.63667 -0.09168
S -3.87499 0.56813 -0.38912
O -3.42621 -0.50641 -1.23548
O -4.59782 0.18595 0.80510
C -4.89549 1.70388 -1.27159
C -6.09750 1.47666 -1.91188
C -6.71342 2.57371 -2.49954
C -6.13869 3.84239 -2.42993
C -4.93285 4.04544 -1.77368
C -4.31747 2.94887 -1.19706
H -6.53568 0.48879 -1.95518
H -7.65378 2.44297 -3.01925
H -6.64284 4.67795 -2.89819
H -4.46637 5.01956 -1.71018
C 2.84174 0.13887 -1.85174
C 3.80094 -0.89624 -2.41064
S 3.03461 -2.11425 -3.45677
O 2.18320 -1.43691 -4.40429
O 4.07360 -2.99307 -3.93102
C 1.97012 -3.09992 -2.37782
C 0.48669 -2.98595 -2.70945
N -0.10804 -1.73870 -2.23385
C -0.23858 -1.40938 -0.92988
N -0.56022 -0.12738 -0.81911
C -0.64579 0.39794 -2.07644
C -0.36859 -0.58991 -2.95624
N -0.50707 -0.52532 -4.38081
O -0.67762 -1.56854 -4.98757
O -0.45162 0.57755 -4.87982
C -0.03133 -2.37696 0.17613
H 3.39699 0.93604 -1.35852
H 2.17254 -0.28111 -1.10029
H 2.25084 0.59403 -2.64513
H 4.33788 -1.45309 -1.63995
H 4.54081 -0.45306 -3.08102
H 2.19058 -2.82771 -1.34600
H 2.30614 -4.12440 -2.53525
H -0.05008 -3.81507 -2.25013
H 0.32583 -3.03500 -3.78056
H -0.91859 1.42057 -2.26279
H -0.28112 -3.38583 -0.14824
H -0.66043 -2.09931 1.01570
H 1.00101 -2.35384 0.53113
F 6.80830 -3.01353 4.59477
C 5.72424 -3.70131 4.18086
F 6.16886 -4.57015 3.24529
F 5.30437 -4.43670 5.22295
C 4.65853 -2.79815 3.63910
C 3.35324 -2.87170 4.10393
C 2.38272 -2.03955 3.57041
C 2.71994 -1.12931 2.56518
C 4.03988 -1.05463 2.11266
C 5.00415 -1.88863 2.64603
C 1.68425 -0.31339 2.01228
C 0.70041 0.21997 1.56275
H 3.09427 -3.57423 4.88359
H 1.35668 -2.07252 3.91838
H 4.29851 -0.32803 1.35354
H 6.02856 -1.82974 2.30063
*
```

Atom charges from the Löwdin analysis, given in e for atoms 1 to 2: 0.834 -0.099


DFT (ωB97M-V/def2-TZVPD) results for a molecular structure, C32H46BN12O3PS3SbSe4TeW.

Results
* expectation value of S²: 1.21
* maximum force: 4.59 eV/Å
* energy: -377453.345 eV
* energy relative to the best compared isomer or geometry (same formula, charge and spin): 84.7 kcal per mole
* gap between HOMO and LUMO (spin up / spin down): 4.50 / 3.48 eV

Structure (ORCA input):
```
! wB97M-V def2-TZVPD RIJCOSX def2/J DEFGRID3
* xyz 2 2
W 0.80435 -1.23598 0.18134
C 4.97655 0.37032 1.06904
C 3.90365 0.13792 2.07574
C 4.15105 0.16662 3.44374
C 2.96555 -0.18368 4.03894
N 2.05045 -0.39748 3.08414
N 2.60215 -0.19548 1.83654
B 0.59875 -0.82908 3.41914
N 0.43295 -2.33258 3.23184
C 0.18975 -3.33508 4.08814
C 0.06415 -4.50508 3.36994
C 0.25865 -4.15358 2.03444
C 0.29075 -5.03648 0.84254
N 0.48055 -2.81408 1.94474
N -0.34155 -0.13148 2.38234
C -1.56035 0.31382 2.76114
C -1.86165 1.44012 2.03804
C -0.75155 1.66712 1.21514
C -0.56945 2.91342 0.43104
N 0.15105 0.67142 1.36124
N 0.28775 -0.38518 4.81054
C 0.10485 0.89602 5.25384
C 0.27035 0.90722 6.60814
C 0.58455 -0.43238 6.94814
C 0.92925 -0.98018 8.28114
N 0.59125 -1.17948 5.86744
H 5.91945 0.40282 1.60844
H 4.85585 1.32672 0.56384
H 5.05515 -0.46238 0.36414
H 5.08005 0.39262 3.91874
H 2.72655 -0.30698 5.07394
H 0.13425 -3.11338 5.13754
H -0.11785 -5.48888 3.74504
H -0.51155 -5.76828 0.88914
H 1.23765 -5.58998 0.80464
H 0.18285 -4.46328 -0.09246
H -2.10745 -0.18858 3.53694
H -2.73795 2.04942 2.09934
H -0.52125 3.74372 1.13564
H -1.43565 3.07942 -0.20766
H 0.33835 2.92112 -0.16496
H -0.12765 1.69232 4.57244
H 0.18135 1.74492 7.26674
H 0.16885 -0.71908 9.01384
H 1.87645 -0.55548 8.61134
H 1.02785 -2.05958 8.22204
Se 4.15215 -6.40598 -0.69176
Sb 4.62225 -4.09098 -0.82866
Se 2.66075 -2.49398 -0.02306
Se 0.68135 -2.16818 -1.97096
Se 4.37515 -3.18878 1.56114
S -0.17725 4.52792 -5.80686
C -0.55875 3.42112 -4.65666
S 0.68515 2.44942 -3.88216
C -0.57515 1.78072 -2.77306
N -1.72845 2.25482 -3.05796
N -1.74735 3.12652 -4.08036
C -3.01105 3.64442 -4.44986
C -4.01675 3.62342 -3.48416
C -5.27635 4.09742 -3.79236
C -5.53855 4.60592 -5.05586
C -4.53695 4.62362 -6.01426
C -3.27835 4.12572 -5.72626
S -0.24045 0.64082 -1.58676
H -3.79845 3.24032 -2.49886
H -6.05325 4.07922 -3.04136
H -6.52425 4.97792 -5.28776
H -4.73705 5.01182 -6.99966
H -2.51945 4.11092 -6.49196
C -4.19175 -4.02328 -1.94576
C -2.74015 -4.07038 -1.51806
O -2.18425 -2.76078 -1.32396
P -2.37845 -1.87168 -0.02686
O -0.95295 -1.47568 0.38254
Te -3.42525 -2.83578 1.84464
O -2.88865 -0.45408 -0.52806
C -4.17915 -0.25918 -1.11756
C -4.09175 -0.27568 -2.62936
H -4.55155 -5.04118 -2.06616
H -4.30635 -3.50438 -2.89506
H -4.81025 -3.53448 -1.19186
H -2.11095 -4.51698 -2.29146
H -2.62815 -4.64008 -0.58646
H -4.51595 0.71472 -0.75356
H -4.86355 -1.03328 -0.75346
H -3.38065 0.47032 -2.97356
H -5.06595 -0.05288 -3.04866
H -3.76505 -1.24708 -2.98516
N 4.04245 2.21592 -3.39846
C 3.99475 2.67302 -1.98886
C 2.85585 1.95292 -1.25506
N 2.93775 0.49412 -1.34036
C 3.08575 0.06902 -2.74396
C 4.25685 0.74562 -3.44516
H 4.77295 2.71232 -3.92516
H 3.13145 2.42322 -3.84326
H 3.82255 3.74862 -1.95226
H 4.96285 2.46692 -1.52226
H 1.90645 2.26292 -1.69616
H 2.86535 2.24892 -0.20046
H 3.80855 0.22782 -0.86846
H 2.15265 0.28042 -3.27036
H 3.23335 -1.01488 -2.78896
H 4.30845 0.40732 -4.48016
H 5.20455 0.50992 -2.95076
*
```

Atom charges from the Löwdin analysis, given in e for atoms 1 to 2: 1.021 -0.051


DFT (ωB97M-V/def2-TZVPD) results for a single C4H5N3 molecule.

Results
* maximum force: 0.69 eV/Å
* energy: -8692.525 eV
* energy relative to the best compared isomer or geometry (same formula, charge and spin): 168.1 kcal per mole
* gap between HOMO and LUMO: 7.37 eV

Structure (ORCA input):
```
! wB97M-V def2-TZVPD RIJCOSX def2/J DEFGRID3
* xyz 0 1
N -1.33850 1.82393 -1.07113
C -0.45580 0.66312 -0.33227
N 0.14927 1.52224 -1.01952
C 1.77574 -0.38952 0.24157
C 1.08167 -1.44192 0.81755
C -0.31030 -1.30101 0.83886
N -1.02254 -0.28759 0.32882
H -1.73432 1.68676 -1.99398
H -1.55471 2.71238 -0.63542
H 2.86548 -0.56419 0.25870
H 1.47988 -2.35808 1.26406
H -0.93585 -2.06613 1.30276
*
```

Atom charges from the Löwdin analysis, given in e for atoms 1 to 2: 0.067 -0.370